Below is a structure of composition C18H22AsF6IrNO4, with properties calculated with ωB97M-V/def2-TZVPD.

Values from the calculation:
**HOMO (alpha / beta)**: -8.83 / -8.84 eV
**Energy above the lowest of the compared OMol25 structures with the same formula, charge and spin**: 7.2 kcal/mol
**Expectation value of S²**: 0.761
**Net charge**: 0
**Spin multiplicity**: 2
**Kohn-Sham gap (alpha / beta)**: 8.45 / 6.21 eV

Cartesian coordinates (Å):
Ir 0.83 1.00 0.19
C -0.63 0.41 4.01
O -0.29 0.26 2.61
C 0.43 1.28 2.08
O 0.76 2.28 2.69
H -1.17 -0.49 4.26
H -1.25 1.29 4.15
H 0.28 0.50 4.60
F 3.08 0.13 -1.11
As 4.14 0.67 0.19
F 3.45 -0.52 1.24
F 2.69 1.76 0.64
F 5.02 1.34 1.49
F 4.69 1.92 -0.85
F 5.39 -0.39 -0.31
C -0.81 -5.98 -1.81
C -1.04 -4.56 -1.38
C -2.19 -3.87 -1.74
C -2.41 -2.56 -1.34
C -3.67 -1.85 -1.75
C -1.44 -1.92 -0.58
C -0.26 -2.59 -0.21
C 0.79 -1.97 0.67
C -0.09 -3.90 -0.61
C -1.66 -0.50 -0.14
O -2.58 -0.17 0.56
O -0.80 0.37 -0.67
H -1.69 -6.38 -2.32
H -0.59 -6.62 -0.96
H 0.03 -6.05 -2.50
H -2.94 -4.38 -2.34
H -4.33 -2.52 -2.30
H -3.45 -0.99 -2.38
H -4.21 -1.48 -0.87
H 0.39 -1.59 1.61
H 1.36 -1.19 0.11
H 1.59 -2.67 0.90
H 0.81 -4.43 -0.31
C 2.27 3.30 -1.69
C 1.07 3.73 -0.95
C 0.46 5.00 -0.94
C -0.65 4.92 -0.17
C -0.73 3.58 0.30
C -1.83 3.05 1.13
N 0.33 2.88 -0.18
H 2.44 3.95 -2.54
H 2.18 2.27 -2.04
H 3.16 3.34 -1.05
H 0.83 5.86 -1.48
H -1.38 5.69 0.04
H -2.76 3.54 0.84
H -1.65 3.31 2.18
H -1.95 1.98 1.03


Below is a structure of composition C18H22BN8O7S2Tc, with properties calculated with ωB97M-V/def2-TZVPD.

Values from the calculation:
**HOMO (alpha / beta)**: -9.12 / -9.12 eV
**Expectation value of S²**: 1.156
**Net charge**: +1
**Spin multiplicity**: 2
**Kohn-Sham gap (alpha / beta)**: 2.68 / 4.23 eV

Cartesian coordinates (Å):
Tc -0.52 0.46 -1.23
O 1.34 -0.10 -7.06
C 0.95 0.03 -5.94
C 1.10 1.29 -5.04
O 1.46 2.38 -5.40
C 0.64 0.84 -3.72
C 0.07 -0.41 -3.78
O -0.50 -0.90 -2.69
C 0.20 -1.04 -5.09
O -0.16 -2.13 -5.47
O 0.67 1.46 -2.57
C -0.42 4.83 0.73
O -1.34 4.43 -0.30
C -1.33 3.17 -0.67
O -0.63 2.29 -0.16
N -2.21 2.92 -1.67
N -2.11 1.68 -2.31
H -0.77 5.80 1.06
H 0.58 4.91 0.30
H -0.43 4.11 1.55
H -2.67 3.69 -2.13
H -1.74 1.81 -3.25
H -3.03 1.24 -2.36
C 3.36 2.47 3.29
N 2.83 1.11 3.32
C 3.57 -0.01 3.39
C 2.69 -1.07 3.39
N 1.44 -0.60 3.29
B 0.18 -1.54 3.27
N 0.15 -2.33 1.90
C -0.28 -3.64 1.90
C -0.10 -4.14 0.65
N 0.44 -3.12 -0.11
C 0.84 -3.27 -1.50
C 0.56 -2.03 0.66
S 1.16 -0.48 0.12
C 1.50 0.76 3.26
S 0.26 1.85 3.17
H 4.40 2.44 3.57
H 2.80 3.09 3.99
H 3.26 2.88 2.29
H 4.64 0.01 3.44
H 2.88 -2.13 3.44
H 0.37 -2.37 4.12
H -0.83 -0.92 3.44
H -0.66 -4.11 2.79
H -0.30 -5.11 0.24
H 1.16 -4.30 -1.65
H 1.67 -2.60 -1.71
H 0.02 -3.04 -2.17
N -2.24 -0.46 1.18
C -3.30 -1.19 1.55
C -3.80 -1.78 0.41
C -2.96 -1.35 -0.62
N -2.01 -0.54 -0.14
H -1.63 0.08 1.78
H -3.61 -1.24 2.58
H -4.65 -2.44 0.33
H -2.96 -1.59 -1.67


Below is a structure of composition C18H22Br2Cl2N10STi, with properties calculated with ωB97M-V/def2-TZVPD.

Values from the calculation:
**HOMO**: -20.92 eV
**Energy above the lowest of the compared OMol25 structures with the same formula, charge and spin**: 15.1 kcal/mol
**Net charge**: +4
**Kohn-Sham gap**: 6.85 eV

Cartesian coordinates (Å):
Ti 0.01 -0.28 -0.06
C -4.11 1.06 -1.05
C -2.68 0.95 -0.67
N -1.88 0.02 -1.09
N -2.32 -0.88 -2.03
C -1.37 -1.56 -2.69
N -1.68 -2.36 -3.68
S 0.27 -1.32 -2.22
C -1.99 1.95 0.17
C -2.57 3.12 0.60
C -1.77 4.04 1.31
C -0.45 3.75 1.54
C 0.07 2.54 1.07
N -0.68 1.66 0.40
H -4.61 0.09 -1.06
H -4.20 1.51 -2.05
H -4.67 1.69 -0.36
H -3.31 -0.94 -2.26
H -2.62 -2.46 -4.04
H -0.95 -2.88 -4.16
H -3.60 3.34 0.40
H -2.21 4.97 1.65
H 0.20 4.43 2.07
H 1.10 2.28 1.24
N 0.82 2.14 -2.24
C 1.88 1.55 -1.70
N 3.06 1.93 -2.10
C 4.13 1.31 -1.59
N 5.33 1.67 -1.96
N 4.04 0.26 -0.69
C 2.87 -0.04 -0.30
N 1.68 0.57 -0.71
C 2.68 -1.12 0.69
C 3.75 -1.83 1.20
C 3.50 -2.78 2.19
C 2.21 -2.96 2.64
C 1.18 -2.24 2.07
N 1.40 -1.34 1.08
H 0.98 2.82 -2.98
H -0.13 1.83 -2.09
H 5.44 2.42 -2.63
H 6.14 1.20 -1.60
H 4.75 -1.62 0.84
H 4.32 -3.36 2.61
H 1.98 -3.67 3.43
H 0.16 -2.36 2.39
Br 0.86 0.86 3.98
C -0.95 0.33 4.19
Br -1.77 -0.42 2.55
H -1.56 1.18 4.47
H -1.01 -0.48 4.91
Cl -1.45 -2.76 0.33
C -2.35 -4.30 -0.34
Cl -3.70 -3.88 -1.31
H -2.65 -4.79 0.58
H -1.58 -4.83 -0.91


Below is a structure of composition C18H22Br6F12O8, with properties calculated with ωB97M-V/def2-TZVPD.

Values from the calculation:
**HOMO**: -10.45 eV
**Energy above the lowest of the compared OMol25 structures with the same formula, charge and spin**: 0.0 kcal/mol
**Net charge**: 0
**Kohn-Sham gap**: 10.09 eV

Cartesian coordinates (Å):
C -0.01 -0.94 1.36
Br -1.85 -0.27 1.44
Br 0.64 -1.06 -0.47
Br 0.12 -2.68 2.26
H 0.69 -0.36 1.96
C -1.62 -0.72 5.04
Br -0.98 1.09 4.65
Br -3.50 -0.61 5.57
Br -0.57 -1.56 6.44
H -1.58 -1.27 4.11
C 0.99 0.68 -3.76
C -0.26 1.53 -3.86
O -0.17 2.32 -5.05
C -1.14 3.18 -5.33
O -2.13 3.31 -4.68
C -0.79 4.12 -6.51
F 0.08 3.59 -7.35
F -1.94 4.29 -7.19
F -0.40 5.30 -6.06
H 1.13 0.31 -2.74
H 1.84 1.30 -4.03
H 0.93 -0.22 -4.38
H -0.30 2.20 -3.00
H -1.20 0.98 -3.89
C -1.90 3.80 1.85
C -0.77 4.54 1.11
O 0.51 4.02 1.48
C 0.94 2.96 0.85
O 0.35 2.34 0.02
C 2.40 2.57 1.14
F 2.48 1.27 1.40
F 3.12 2.86 0.05
F 2.92 3.23 2.18
H -2.89 4.21 1.65
H -1.70 3.80 2.92
H -1.89 2.74 1.58
H -0.90 5.54 1.50
H -0.85 4.46 0.02
C -2.64 -2.67 -1.36
C -2.36 -3.60 -2.52
O -3.59 -4.26 -2.80
C -3.67 -4.97 -3.92
O -2.83 -4.97 -4.76
C -4.94 -5.85 -4.00
F -5.63 -5.81 -2.86
F -5.71 -5.37 -4.98
F -4.62 -7.12 -4.24
H -3.00 -3.22 -0.49
H -3.35 -1.87 -1.61
H -1.75 -2.08 -1.12
H -1.59 -4.33 -2.26
H -1.99 -2.99 -3.35
C 3.57 -0.69 6.19
C 4.47 -0.07 5.14
O 4.85 -0.92 4.06
C 3.95 -1.15 3.11
O 2.78 -0.97 3.22
C 4.55 -1.92 1.92
F 3.84 -1.75 0.82
F 5.82 -1.52 1.73
F 4.56 -3.22 2.21
H 3.81 -0.31 7.18
H 3.61 -1.78 6.18
H 2.55 -0.48 5.88
H 5.45 0.19 5.56
H 4.04 0.87 4.79


Below is a structure of composition C18H22BrN2O4PdS, with properties calculated with ωB97M-V/def2-TZVPD.

Values from the calculation:
**HOMO (alpha / beta)**: -11.31 / -11.31 eV
**Net charge**: +1
**Kohn-Sham gap (alpha / beta)**: 5.89 / 5.85 eV

Cartesian coordinates (Å):
Pd 0.40 0.53 0.11
C 0.82 0.00 3.46
O 0.20 0.95 2.60
C 0.63 2.28 2.83
C -0.06 3.18 1.80
O 0.49 2.98 0.50
C -0.21 3.79 -0.45
H 0.62 0.25 4.51
H 1.90 -0.04 3.30
H 0.37 -0.96 3.22
H 1.72 2.36 2.73
H 0.34 2.60 3.84
H 0.07 4.24 2.08
H -1.12 2.92 1.79
H -0.04 4.85 -0.22
H -1.28 3.58 -0.43
H 0.18 3.56 -1.44
N 2.32 1.64 -1.93
C 2.68 0.43 -1.41
S 2.69 0.31 0.30
N 3.09 -0.51 -2.25
C 3.31 -1.89 -2.03
C 3.77 -2.41 -0.82
C 3.89 -3.78 -0.68
C 3.58 -4.63 -1.72
C 3.19 -4.11 -2.94
C 3.06 -2.74 -3.10
H 2.23 2.41 -1.28
H 2.46 1.85 -2.90
H 3.01 -0.28 -3.24
H 4.04 -1.75 -0.02
H 4.24 -4.18 0.26
H 3.64 -5.70 -1.58
H 2.98 -4.76 -3.77
H 2.76 -2.34 -4.06
Br -8.08 -0.85 0.81
C -6.23 -0.59 0.47
C -5.39 -1.70 0.41
C -4.04 -1.50 0.22
C -3.53 -0.21 0.07
C -4.39 0.88 0.11
C -5.74 0.70 0.31
C -2.08 0.01 -0.10
O -1.25 -0.93 0.07
O -1.65 1.16 -0.42
H -5.80 -2.69 0.52
H -3.36 -2.34 0.17
H -3.98 1.87 -0.02
H -6.42 1.54 0.36


Below is a cluster of 2 separate species, C18H22BrN4O6S in total, with properties calculated with ωB97M-V/def2-TZVPD.

Values from the calculation:
**HOMO**: -12.17 eV
**Net charge**: +1
**Kohn-Sham gap**: 6.67 eV

Cartesian coordinates (Å):
C 3.14 -6.51 -0.09
C 4.18 -5.45 -0.74
O 3.42 -4.41 -1.42
C 3.45 -3.16 -0.69
N 2.04 -2.56 -0.55
N 1.10 -3.34 -1.07
C -0.14 -2.73 -0.91
O -1.26 -3.53 -1.41
C -0.95 -4.00 -2.73
N -0.55 -4.33 -3.83
C -0.54 -1.38 -0.30
C -2.03 -0.86 -0.23
C -2.52 0.07 0.96
C -4.02 0.54 0.86
N -5.03 0.23 -0.09
C -4.63 -0.60 -1.17
C -3.17 -1.13 -1.27
C 0.64 -0.55 0.28
C 1.96 -1.32 0.10
C 3.31 -0.65 0.68
C 3.05 0.63 1.61
O 2.79 0.41 2.83
Br 3.08 2.52 0.94
H 3.22 -7.50 -0.69
H 3.39 -6.75 1.00
H 2.05 -6.15 -0.19
H 4.76 -6.03 -1.56
H 4.97 -5.07 0.00
H 3.80 -3.33 0.41
H 4.16 -2.44 -1.24
H -1.80 0.40 1.81
H -4.35 1.25 1.71
H -5.43 -0.87 -1.97
H -2.91 -1.79 -2.18
H 0.52 0.47 0.76
H 3.92 -1.40 1.32
H 3.96 -0.29 -0.21
O -2.74 3.73 1.49
S -2.27 4.42 0.32
O -1.00 4.10 -0.29
O -2.32 6.02 0.58
C -1.58 6.54 1.69
C -0.08 6.50 1.44
C -3.51 4.33 -0.94
H -1.84 6.01 2.61
H -1.89 7.58 1.82
H 0.28 5.48 1.35
H 0.46 6.97 2.27
H 0.16 7.02 0.51
H -4.48 4.60 -0.51
H -3.54 3.30 -1.30
H -3.24 5.00 -1.76


Below is a structure of composition C18H22CoN4O3, with properties calculated with ωB97M-V/def2-TZVPD.

Values from the calculation:
**HOMO (alpha / beta)**: -10.83 / -11.16 eV
**Expectation value of S²**: 6.042
**Net charge**: +1
**Spin multiplicity**: 5
**Kohn-Sham gap (alpha / beta)**: 7.55 / 5.87 eV

Cartesian coordinates (Å):
Co -0.15 -0.49 -0.54
O 4.43 0.25 -0.97
C 4.60 0.38 0.32
C 5.91 0.43 0.82
C 6.20 0.73 2.13
C 5.20 1.05 2.99
C 3.90 0.92 2.55
C 3.55 0.58 1.22
C 2.17 0.35 0.85
O 1.93 -0.05 -0.32
N 1.21 0.52 1.85
N 0.02 0.26 1.37
C -1.01 0.44 2.18
C -2.25 -0.11 1.99
C -3.18 0.13 3.12
C -4.37 -0.57 3.14
C -4.71 -1.41 2.05
C -3.93 -1.62 0.98
C -2.60 -1.12 1.07
O -1.83 -1.48 0.13
H 3.50 0.03 -1.13
H 6.66 0.19 0.08
H 7.23 0.83 2.51
H 5.42 1.38 4.03
H 3.14 1.16 3.26
H -0.74 1.05 3.11
H -2.91 0.83 3.90
H -4.99 -0.32 4.00
H -5.71 -1.83 2.03
H -4.20 -2.12 0.06
N 0.11 -1.72 -2.32
C -0.78 -1.39 -3.48
C -2.15 -0.86 -3.02
C -2.23 0.67 -3.28
C -1.25 1.60 -2.61
N -1.04 1.40 -1.13
H 1.12 -1.72 -2.61
H -0.08 -2.65 -1.99
H -0.85 -2.26 -4.10
H -0.25 -0.64 -4.04
H -2.36 -1.16 -1.97
H -2.94 -1.34 -3.61
H -3.24 0.96 -3.00
H -2.10 0.86 -4.37
H -1.70 2.59 -2.69
H -0.26 1.57 -3.17
H -1.99 1.50 -0.75
H -0.49 2.18 -0.67


Below is a cluster of 2 separate species, C18H22F7O13S in total, with properties calculated with ωB97M-V/def2-TZVPD.

Values from the calculation:
**HOMO**: -3.82 eV
**Net charge**: -1
**Kohn-Sham gap**: 4.96 eV

Cartesian coordinates (Å):
C 1.63 3.88 1.55
C 0.18 4.14 1.85
O -0.28 5.24 2.01
O -0.57 3.01 1.95
C -1.83 3.05 1.27
C -1.69 3.27 -0.22
C -0.80 2.30 -1.00
C -1.36 0.90 -1.37
C -2.88 0.79 -1.48
O -3.58 1.02 -0.28
O -4.36 -0.17 -0.03
O -0.98 0.65 -2.76
S 0.57 0.26 -2.85
O 0.63 -0.83 -3.75
O 1.43 1.37 -3.04
O 0.70 -0.16 -1.32
C -0.59 -0.30 -0.69
C -1.09 -1.70 -1.07
C -0.04 -2.78 -0.78
C 0.62 -3.40 -2.01
F 0.83 -4.76 -1.76
C -0.23 -0.13 0.81
O 0.78 0.42 1.14
C -1.09 -0.68 1.98
F -2.25 -1.23 1.56
F -1.41 0.36 2.78
C -0.32 -1.74 2.87
F 0.84 -2.12 2.28
F -0.01 -1.17 4.05
C -1.11 -3.04 3.16
F -1.40 -3.65 1.99
F -2.26 -2.73 3.80
C -0.26 -3.98 4.06
O -0.10 -3.75 5.22
O 0.19 -5.09 3.43
H 1.80 2.83 1.31
H 1.91 4.50 0.70
H 2.23 4.13 2.42
H -2.44 3.85 1.70
H -2.33 2.12 1.49
H -1.28 4.27 -0.37
H -2.70 3.29 -0.63
H -0.61 2.77 -1.96
H 0.16 2.21 -0.51
H -3.21 1.48 -2.26
H -3.12 -0.21 -1.83
H -4.39 -0.16 0.94
H -1.31 -1.68 -2.14
H -2.02 -1.94 -0.57
H 0.76 -2.40 -0.14
H -0.49 -3.61 -0.23
H 1.58 -2.95 -2.25
H -0.04 -3.32 -2.88
H 1.08 -4.91 3.09
C 5.00 0.97 -2.65
C 5.50 -0.48 -2.89
O 4.61 -1.33 -3.13
O 6.73 -0.65 -2.81
H 3.92 1.03 -2.73
H 5.30 1.30 -1.65
H 5.45 1.65 -3.38


Below is an isolated molecule of C18H22N2O2, with properties calculated with ωB97M-V/def2-TZVPD.

Values from the calculation:
**HOMO**: -7.75 eV
**Energy above the lowest of the compared OMol25 structures with the same formula, charge and spin**: 35.0 kcal/mol
**Net charge**: 0
**Kohn-Sham gap**: 8.64 eV
**SMILES**: CC(C)NC[C@@H](O)COc1cccc2[nH]c3ccccc3c12

Cartesian coordinates (Å):
C 5.18 1.25 -1.39
C 4.89 0.27 -0.25
C 5.93 -0.86 -0.24
N 3.52 -0.18 -0.38
C 2.99 -0.94 0.74
C 1.48 -1.12 0.58
O 1.02 -1.92 1.64
C 0.76 0.24 0.58
O -0.60 -0.03 0.35
C -1.48 1.01 0.32
C -1.15 2.35 0.47
C -2.12 3.34 0.44
C -3.46 3.05 0.25
C -3.80 1.71 0.09
N -5.03 1.15 -0.10
C -4.90 -0.21 -0.21
C -5.86 -1.19 -0.41
C -5.45 -2.50 -0.49
C -4.10 -2.84 -0.36
C -3.13 -1.88 -0.16
C -3.53 -0.55 -0.08
C -2.83 0.69 0.12
H 6.16 1.70 -1.26
H 4.43 2.03 -1.40
H 5.16 0.73 -2.34
H 4.95 0.81 0.71
H 5.76 -1.53 0.60
H 5.86 -1.44 -1.16
H 6.93 -0.45 -0.15
H 3.42 -0.72 -1.24
H 3.43 -1.94 0.86
H 3.18 -0.38 1.66
H 1.27 -1.62 -0.38
H 0.06 -1.87 1.65
H 0.90 0.72 1.55
H 1.19 0.86 -0.21
H -0.12 2.64 0.62
H -1.81 4.37 0.56
H -4.20 3.83 0.23
H -5.90 1.65 -0.17
H -6.91 -0.93 -0.52
H -6.18 -3.28 -0.64
H -3.81 -3.88 -0.43
H -2.09 -2.14 -0.07


Number 1: DFT total energy -108687.86546 eV. Number 2: DFT total energy -69816.30928 eV. Number 3: DFT total energy -232968.90730 eV. Number 4: DFT total energy -488267.91084 eV. Number 5: DFT total energy -114543.69435 eV. Number 6: DFT total energy -118127.92308 eV. Number 7: DFT total energy -68746.99696 eV. Number 8: DFT total energy -75495.02916 eV. Number 9: DFT total energy -26098.83443 eV.